Here is a 2-piece molecular cluster, C9H14O overall at a distorted geometry from OMol25. Energies are from the ωB97M-V functional and the def2-TZVPD basis.

```
! wB97M-V def2-TZVPD RIJCOSX def2/J DEFGRID3
* xyz 0 1
C -0.37194 2.49287 1.24254
H -1.28903 2.10646 0.79113
H 1.86931 -1.24466 -2.77777
H 0.13697 2.88837 -0.59261
C -0.31556 -2.74363 0.26479
H 0.27939 0.49553 1.22263
H -0.78380 3.28768 1.87294
H -2.66132 -0.28205 -0.04175
H -0.80495 0.63133 -1.51575
C -1.75683 -0.85618 -0.24817
H 1.73006 -2.46323 -0.33593
H -0.20272 -3.69645 0.73138
H 1.07036 0.32593 -2.78712
C 0.48734 -0.93805 -1.18702
C -1.51895 -2.00642 0.50983
C 0.44724 1.37885 1.86554
H -2.19367 -2.44840 1.21276
O 0.45515 3.16979 0.27324
C 0.71655 -2.06121 -0.38891
C -0.79867 -0.38427 -1.12062
H 2.41007 -0.07220 -1.61563
H 0.12470 1.11922 2.88399
H 1.49203 1.74146 1.87927
C 1.47827 -0.44073 -2.13877
*
```

Output
Energy: -426.533177 Ha
Energy above the lowest of the compared OMol25 structures with the same formula, charge and spin: 1.078 eV
Kohn-Sham gap: 9.86 eV
Lowest unoccupied orbital energy: 0.0314 Eh
SMILES: Cc1ccccc1.CCO
HOMO: -9.001 eV

Here is a 2-piece molecular cluster, C9H14O overall at a distorted geometry from OMol25. Energies are from the ωB97M-V functional and the def2-TZVPD basis.

```
! wB97M-V def2-TZVPD RIJCOSX def2/J DEFGRID3
* xyz 0 1
C -1.14653 -0.63552 3.06645
H 2.03725 -3.10173 -2.31459
H 2.49602 -1.53543 -2.40079
C -0.82415 2.56383 1.08060
H 0.24024 -1.12195 0.91448
H -0.14395 -0.97176 -2.92948
C -1.19480 1.67922 2.07439
H 0.97311 -1.66368 -4.18038
H -2.07090 -1.20425 2.89396
H -1.05965 3.62175 1.09407
H 1.00695 0.54713 -0.92747
C 0.43510 0.79707 -0.04516
H -1.87911 1.95918 2.86805
C 0.00796 2.12456 0.04271
H 0.11063 3.81575 -0.80469
H 1.32381 -2.08047 -1.15324
H -0.40802 -1.40366 3.28174
H -1.39147 -0.12681 4.00613
C 0.49378 -1.81051 -3.22259
H -0.24725 -2.61305 -3.14712
O 0.49666 2.96854 -0.91607
C 1.57720 -2.10604 -2.21292
C -0.78466 0.37482 2.00803
C -0.04822 -0.07699 0.92387
*
```

Output
Energy: -426.553004 Ha
Energy above the lowest of the compared OMol25 structures with the same formula, charge and spin: 0.538 eV
Kohn-Sham gap: 9.25 eV
Lowest unoccupied orbital energy: 0.0329 Eh
SMILES: Cc1ccc(O)cc1.CC
HOMO: -8.356 eV

Here is a 2-piece molecular cluster, C9H14O overall at a distorted geometry from OMol25. Energies are from the ωB97M-V functional and the def2-TZVPD basis.

```
! wB97M-V def2-TZVPD RIJCOSX def2/J DEFGRID3
* xyz 0 1
H 0.89060 -1.40553 2.62681
C -0.40885 -1.03316 -0.50998
C 2.70510 1.32161 -0.39838
C -2.11207 -1.33110 1.18399
C 0.42259 -1.23682 0.60195
H 0.91139 1.93805 -1.48120
C -1.28040 -1.31298 2.25871
H -3.12900 -1.58919 1.49162
C -1.83586 -1.03543 -0.19354
H 3.61251 1.48286 0.14749
H 3.07516 0.80836 -1.35961
H 1.92671 3.88408 0.33403
O 1.24636 3.25026 -0.11910
H 2.08364 0.40223 0.07113
C 0.12128 -1.34832 1.94579
H -3.62964 -1.99461 -1.08197
H 1.46456 -1.36404 0.36717
H -1.60313 -1.59058 3.24955
H 2.15806 3.14714 -1.82725
C 1.88282 2.43552 -0.99859
H -3.45108 -0.13832 -1.43892
C -2.79758 -1.12052 -1.24032
H -2.25149 -1.43366 -2.16026
H -0.00168 -0.73586 -1.46914
*
```

Output
Energy: -426.463547 Ha
Energy above the lowest of the compared OMol25 structures with the same formula, charge and spin: 2.973 eV
Kohn-Sham gap: 9.67 eV
Lowest unoccupied orbital energy: 0.0345 Eh
SMILES: Cc1ccccc1.CCO
HOMO: -8.729 eV

Here is a 2-piece molecular cluster, C9H14O overall at a distorted geometry from OMol25. Energies are from the ωB97M-V functional and the def2-TZVPD basis.

```
! wB97M-V def2-TZVPD RIJCOSX def2/J DEFGRID3
* xyz 0 1
H -3.34296 -0.87591 1.71939
H 2.11722 -0.79436 1.70848
H 0.32999 -1.33270 -3.17817
C 1.14092 -0.32912 1.69818
C -0.10691 1.57921 0.95142
H 2.70780 1.76733 2.07692
H 0.60450 -0.96235 -1.54559
H -2.19784 1.24413 0.65112
H 1.21065 1.10752 -3.70736
H 1.01901 1.36520 -1.91467
H -0.13294 2.58333 0.56363
H -2.72890 -1.57094 0.26158
H 1.98549 -0.98104 -2.62220
O 2.22588 1.78195 1.22760
C -1.25262 0.80856 0.94852
C 0.73274 0.79055 -2.78797
H -0.32823 1.01891 -2.93020
H 0.00185 -2.13640 1.96083
C -2.47866 -1.40489 1.31200
H -2.28190 -2.34499 1.80598
C -1.24184 -0.52799 1.34832
C 0.94529 -0.70206 -2.54563
C -0.02560 -1.07891 1.70737
C 1.09705 0.99498 1.29045
*
```

Output
Energy: -426.560897 Ha
Energy above the lowest of the compared OMol25 structures with the same formula, charge and spin: 0.324 eV
Kohn-Sham gap: 9.55 eV
Lowest unoccupied orbital energy: 0.0323 Eh
SMILES: Cc1ccc(O)cc1.CC
HOMO: -8.666 eV

Here is a 2-piece molecular cluster, C9H14O overall at a distorted geometry from OMol25. Energies are from the ωB97M-V functional and the def2-TZVPD basis.

```
! wB97M-V def2-TZVPD RIJCOSX def2/J DEFGRID3
* xyz 0 1
O -2.74354 2.01945 -1.69589
C -1.22912 1.63630 0.08279
C -1.43233 1.86578 -1.34956
H 0.17338 1.30082 1.67817
C -0.27133 -2.60335 2.29127
H -1.23340 -2.02588 0.51642
C 0.98639 0.86745 -0.42578
H 2.87884 0.57885 0.81136
H -2.81658 2.83064 -2.09118
H 2.88394 0.48356 -0.92630
C 2.22469 0.32349 -0.09719
H 2.02658 -0.93784 -0.11154
H -1.16120 -3.24139 2.57947
H -2.12207 1.83371 0.70461
C 0.00513 1.26546 0.56526
H 1.44337 0.66594 -2.68067
C -0.46340 1.65837 -2.23552
H 0.11185 -1.22215 0.66193
C 0.73273 1.01178 -1.86279
H 0.47755 -2.78709 0.23497
H -0.37191 -1.93458 3.09169
C -0.17298 -2.20212 0.85686
H 0.46976 -3.31549 2.70697
H -0.39635 1.92827 -3.30534
*
```

Output
Energy: -426.463802 Ha
Energy above the lowest of the compared OMol25 structures with the same formula, charge and spin: 2.966 eV
Kohn-Sham gap: 9.14 eV
Lowest unoccupied orbital energy: 0.0338 Eh
SMILES: Cc1ccc(O)cc1.CC
HOMO: -8.217 eV

Here is a 2-piece molecular cluster, C9H14O overall at a distorted geometry from OMol25. Energies are from the ωB97M-V functional and the def2-TZVPD basis.

```
! wB97M-V def2-TZVPD RIJCOSX def2/J DEFGRID3
* xyz 0 1
C 1.87731 1.37297 -1.31160
H -1.07243 -0.84126 3.16926
H 1.39415 0.38640 -1.37966
O 0.03396 -3.03969 2.03844
C -0.34918 -1.87127 0.03430
H -2.21019 1.26493 -1.80609
H -2.28955 0.82688 1.91820
H 1.89400 1.81908 -2.30218
H -0.37887 -3.19053 2.90463
H -0.62035 -0.77490 -1.73476
C -0.44992 -1.93419 1.40302
C 3.28217 1.02545 -0.86937
C -1.66812 0.13491 1.36482
C -0.83524 -0.76312 -0.67565
C -1.04640 -0.88188 2.09057
H 3.44747 1.04591 0.22385
H 4.09720 1.70711 -1.12718
C -1.64898 0.16174 -0.04102
C -2.46972 1.19810 -0.75163
H -3.52584 1.03902 -0.52810
H 3.53475 0.00535 -1.13272
H 1.15147 1.77525 -0.60964
H -2.28000 2.20088 -0.36083
H 0.13229 -2.66714 -0.51668
*
```

Output
Energy: -426.544560 Ha
Energy above the lowest of the compared OMol25 structures with the same formula, charge and spin: 0.768 eV
Kohn-Sham gap: 9.28 eV
Lowest unoccupied orbital energy: 0.0312 Eh
SMILES: Cc1ccc(O)cc1.CC
HOMO: -8.436 eV